## P
Below is an isolated molecule of C6H12Si, with properties calculated with the ωB97M-V functional and the def2-TZVPD basis.

Calculated values
HOMO: -8.65 eV
SMILES: C[Si@H]1[C@@H]2CCC[C@@H]21
frontier orbital gap: 9.59 eV

```
! RIJCOSX wB97M-V def2-TZVPD def2/J DEFGRID3
* xyz 0 1
C -1.9204 0.0751 0.6812
C -1.3354 1.2292 -0.1078
C -1.3291 -1.2073 -0.0455
C 0.0064 0.7106 -0.6699
C 0.0273 -0.7845 -0.5698
C 3.0702 0.0322 -0.1042
Si 1.2471 0.1115 0.5306
H -1.5588 -0.0175 1.6721
H -3.0503 -0.1244 0.6990
H -2.1155 1.5295 -0.7746
H -1.2240 2.2182 0.3758
H -1.2176 -1.9900 0.6614
H -2.1140 -1.3087 -0.7270
H 0.1268 1.3343 -1.6205
H 0.2079 -1.4871 -1.4853
H 3.6288 0.3959 0.7269
H 3.1562 -1.0448 -0.3385
H 3.1370 0.6126 -0.9137
H 1.2573 -0.2847 2.0100
*
```

=====

## Q
Below is a cluster of 3 separate species, C6H12Si in total, with properties calculated with the ωB97M-V functional and the def2-TZVPD basis.

Calculated values
HOMO: -8.81 eV
frontier orbital gap: 8.17 eV

```
! RIJCOSX wB97M-V def2-TZVPD def2/J DEFGRID3
* xyz 0 1
C -3.6583 -0.0363 1.3529
C -2.9119 0.1782 0.0367
C 0.9067 0.3041 -1.4401
C 1.7581 0.0277 -0.4988
C 2.8810 -0.9530 -0.6090
C 1.6488 0.7317 0.8356
Si -1.8537 -0.6950 1.3799
H -3.9071 0.8649 1.9021
H -4.5017 -0.7169 1.3138
H -3.2818 -0.3914 -0.8079
H -2.7242 1.2100 -0.2374
H 1.1974 -0.5763 -3.2631
H 0.0625 0.9351 -1.5773
H 2.7873 -1.7154 0.1643
H 3.8368 -0.4485 -0.4695
H 2.8663 -1.4273 -1.5859
H 1.4629 0.0039 1.6247
H 0.8428 1.4613 0.8314
H 2.5878 1.2431 1.0476
*
```

=====

## R
Below is an isolated molecule of C6H12Si, with properties calculated with the ωB97M-V functional and the def2-TZVPD basis.

Calculated values
HOMO: -8.00 eV
SMILES: C=CCC/C=[SiH]\C
frontier orbital gap: 8.72 eV

```
! RIJCOSX wB97M-V def2-TZVPD def2/J DEFGRID3
* xyz 0 1
C -0.8191 -1.7247 0.7613
C -1.4145 -0.4464 0.2296
C 0.5627 -1.4657 1.4454
C -0.7511 -0.1362 -1.0611
C 0.4801 2.7568 -0.5929
C 1.6829 -1.2277 0.8118
Si 0.0818 1.1840 -1.6788
H -1.5278 -2.1100 1.4917
H -0.7677 -2.4536 -0.0852
H -2.5110 -0.4409 0.1336
H -1.2138 0.3365 1.0638
H 0.5933 -1.7460 2.4631
H -0.6390 -1.1507 -1.6757
H -0.2558 3.6354 -0.8283
H 0.3207 2.3700 0.4246
H 1.4926 3.2009 -0.9780
H 1.7205 -0.9707 -0.2195
H 2.6338 -1.0566 1.3596
H 0.3314 1.4457 -3.0649
*
```

=====

Which is most stable, and by how much? P, by 18.1 kcal/mol.